Record 1
Computed, not measured: the molecule C6H3NO at a distorted geometry, with the ωB97M-V functional and the def2-TZVPD basis.

The frontier orbital gap is 8.30 eV. Its highest occupied orbital energy is -9.86 eV. As for the charge: 0. The relative energy (zero: lowest compared OMol25 entry of this formula, charge and spin) comes out at 76.4 kcal per mole. As for the LUMO energy: -1.56 eV. Its maximum force is 5.26 eV/A.

Cartesian coordinates (Å):
C 3.216 -0.574 0.093
C 2.020 -0.421 0.020
C 0.598 -0.080 -0.184
C -0.186 0.670 -0.908
C -1.480 0.444 -0.299
O -2.312 1.373 -0.354
C -1.359 -0.675 0.781
N -0.053 -0.968 0.814
H 4.158 -0.853 0.142
H 0.033 1.258 -1.738
H -2.182 -0.799 1.711

***

Record 2
Computed, not measured: a 2-piece molecular cluster, C6H3NO overall at a distorted geometry, with the ωB97M-V functional and the def2-TZVPD basis.

The frontier orbital gap is 7.77 eV. Its highest occupied orbital energy is -9.16 eV. As for the charge: 0. The relative energy (zero: lowest compared OMol25 entry of this formula, charge and spin) comes out at 162.1 kcal per mole. As for the LUMO energy: -1.39 eV. Its maximum force is 9.94 eV/A.

Cartesian coordinates (Å):
C -0.321 0.989 -0.270
C -1.918 0.674 0.037
C -0.822 -1.315 -0.184
C 0.214 -0.442 -0.357
C 1.675 -0.548 -0.303
C 2.933 -0.183 0.151
H -2.793 1.404 -0.199
H -1.098 -2.516 -0.227
H 3.990 0.342 1.112
N -2.121 -0.511 0.341
O 0.260 2.105 -0.100

***

Record 3
Computed, not measured: a 2-piece molecular cluster, C6H3PS overall at a distorted geometry, with the ωB97M-V functional and the def2-TZVPD basis.

The frontier orbital gap is 7.22 eV. Its highest occupied orbital energy is -8.72 eV. As for the charge: 0. The relative energy (zero: lowest compared OMol25 entry of this formula, charge and spin) comes out at 2.0 kcal per mole. As for the LUMO energy: -1.51 eV. Its maximum force is 3.30 eV/A.

Cartesian coordinates (Å):
C 2.513 0.185 -2.862
C 1.817 -0.515 -2.139
C 0.982 -0.990 -1.175
C 0.156 -1.464 -0.411
C -0.716 -1.549 0.670
C -1.385 -1.473 1.651
H 3.210 0.500 -3.596
H -1.876 -1.351 2.507
P -1.536 1.551 2.064
S -0.599 2.758 0.867
H -2.566 2.348 2.423

***

Record 4
Computed, not measured: the molecule C6H4 at a distorted geometry, with the ωB97M-V functional and the def2-TZVPD basis.

The frontier orbital gap is 8.49 eV. Its highest occupied orbital energy is -8.57 eV. As for the charge: 0. The relative energy (zero: lowest compared OMol25 entry of this formula, charge and spin) comes out at 20.7 kcal per mole. As for the LUMO energy: -0.08 eV. Its maximum force is 4.09 eV/A.

Cartesian coordinates (Å):
C -1.549 0.062 -2.317
C -0.860 0.544 -1.416
C -0.194 0.547 -0.214
C -0.048 -0.626 0.463
C 0.514 -0.602 1.716
C 0.949 -0.060 2.732
H -2.035 0.109 -3.292
H 0.191 1.464 0.220
H -0.405 -1.546 0.014
H 1.423 -0.107 3.715

***

Record 5
Computed, not measured: the molecule C6H4 at a distorted geometry, with the ωB97M-V functional and the def2-TZVPD basis.

The frontier orbital gap is 8.91 eV. Its highest occupied orbital energy is -8.87 eV. As for the charge: 0. The relative energy (zero: lowest compared OMol25 entry of this formula, charge and spin) comes out at 120.9 kcal per mole. As for the LUMO energy: 0.03 eV. Its maximum force is 6.19 eV/A.

Cartesian coordinates (Å):
C 0.101 1.323 0.554
C -1.137 1.765 0.060
C -2.035 0.005 1.167
C -0.953 0.366 -0.277
C 0.516 0.216 -0.333
C -1.891 -0.722 0.061
H 0.111 1.483 1.693
H 1.035 0.682 -1.124
H 1.021 -0.634 0.181
H -2.213 -1.575 -0.345

***

Record 6
Computed, not measured: a 14-piece molecular cluster, C6H41NO14 overall at a distorted geometry, with the ωB97M-V functional and the def2-TZVPD basis.

The frontier orbital gap is 8.58 eV. Its highest occupied orbital energy is -8.70 eV. As for the charge: 0. The relative energy (zero: lowest compared OMol25 entry of this formula, charge and spin) comes out at 11.9 kcal per mole. As for the LUMO energy: -0.12 eV. Its maximum force is 1.20 eV/A.

Cartesian coordinates (Å):
C -1.035 2.305 -0.488
O -0.555 1.838 -1.764
C -0.183 1.856 0.701
C 0.303 0.410 0.677
C -0.773 -0.662 0.443
C -1.046 -1.588 1.633
C 0.164 -2.304 2.228
N 1.146 -2.821 1.277
H -2.061 1.974 -0.342
H -0.983 3.379 -0.561
H -1.025 1.015 -1.975
H -0.767 2.038 1.605
H 0.663 2.533 0.823
H 1.099 0.291 -0.037
H 0.806 0.212 1.625
H -0.480 -1.277 -0.402
H -1.715 -0.189 0.138
H -1.785 -2.330 1.327
H -1.539 -1.037 2.426
H 0.718 -1.659 2.907
H -0.183 -3.144 2.814
H 1.754 -2.077 0.955
H 0.684 -3.251 0.471
H -0.551 -3.461 -1.119
H -0.332 -3.028 -2.550
O 0.182 -3.297 -1.763
H 4.104 2.245 2.677
H 3.379 1.909 1.319
O 3.331 1.825 2.303
H 2.697 3.764 -2.494
H 1.483 3.731 -1.580
O 2.346 4.118 -1.682
H 1.170 1.437 -2.260
H 2.199 0.287 -2.524
O 2.115 1.276 -2.511
H 2.917 -1.504 -1.531
H 1.525 -2.108 -1.971
O 2.223 -1.459 -2.224
H -2.659 -2.646 -0.091
H -2.802 -3.494 -1.377
O -2.345 -3.448 -0.511
H -4.726 -0.733 0.506
H -3.473 -0.021 1.114
O -3.792 -0.573 0.363
H -0.225 2.343 3.490
H -0.807 1.601 4.721
O -1.054 2.070 3.906
H -1.902 -1.509 -3.037
H -1.148 -1.889 -4.353
O -1.588 -2.277 -3.583
H -3.469 0.186 -2.558
H -3.044 -0.312 -1.175
O -2.719 -0.207 -2.091
H -2.379 1.333 2.895
H -3.830 1.788 2.693
O -3.242 1.056 2.488
H 4.021 0.286 -0.142
H 4.658 -0.976 0.524
O 4.095 -0.689 -0.202
H 3.544 3.036 -0.513
H 3.162 1.756 -1.200
O 3.726 2.074 -0.440

***

Record 7
Computed, not measured: a 15-piece molecular cluster, C6H41NO14 overall at a distorted geometry, with the ωB97M-V functional and the def2-TZVPD basis.

The frontier orbital gap is 8.50 eV. Its highest occupied orbital energy is -8.37 eV. As for the charge: 0. The relative energy (zero: lowest compared OMol25 entry of this formula, charge and spin) comes out at 94.0 kcal per mole. As for the LUMO energy: 0.12 eV. Its maximum force is 3.95 eV/A.

Cartesian coordinates (Å):
C -2.659 2.164 -0.387
C -2.196 1.476 0.897
C -1.130 0.393 0.873
C -1.365 -0.796 1.406
N -2.535 -1.342 1.996
C 0.187 0.818 0.278
C 1.319 -0.231 0.161
H -1.743 2.182 -0.998
H -3.455 1.643 -0.950
H -3.079 3.161 -0.321
H -1.901 2.247 1.695
H -3.106 1.105 1.387
H -0.567 -1.529 1.349
H -2.246 -2.280 2.255
H -3.116 -0.805 2.624
H -0.162 1.177 -0.701
H 0.654 1.756 0.880
H 1.180 -0.693 -0.809
H 1.312 -1.007 0.965
H 2.198 0.409 0.084
H 1.844 -3.735 -1.461
H 0.476 -4.010 -0.680
O 0.880 -3.682 -1.494
H 0.561 0.328 2.379
H 0.335 1.220 3.572
O 0.747 0.375 3.323
H 0.990 0.977 -2.890
H 1.192 1.798 -4.241
O 1.589 1.506 -3.416
H 1.641 2.428 -2.107
H 2.501 3.773 -2.238
O 1.745 3.388 -1.795
H 2.589 0.106 2.617
H 2.635 -1.224 2.611
O 3.340 -0.504 2.859
H 0.525 -1.764 3.878
H 1.671 -2.741 4.093
O 1.038 -2.450 3.432
H 0.404 -3.340 2.072
H -0.220 -4.780 1.655
O -0.010 -3.887 1.388
H -1.344 -2.296 -2.698
H -1.690 -1.315 -1.598
O -1.598 -1.377 -2.562
H -1.150 -0.019 -3.513
H -1.562 1.032 -4.530
O -0.835 0.796 -3.948
H -4.046 -0.945 -0.559
H -4.707 -1.762 -1.760
O -4.455 -0.892 -1.430
H 0.478 3.406 1.827
H 1.555 2.513 2.351
O 0.618 2.703 2.486
H -0.444 4.730 0.373
H 0.845 4.289 -0.455
O 0.499 4.858 0.262
H 4.248 -2.033 1.317
H 3.595 -1.335 0.099
O 3.561 -2.117 0.652
H 0.433 -0.576 -4.264
H 1.010 -1.920 -3.754
O 0.928 -1.369 -4.535

***

Record 8
Computed, not measured: a 14-piece molecular cluster, C6H42N2O13 overall at a distorted geometry, with the ωB97M-V functional and the def2-TZVPD basis.

The frontier orbital gap is 7.37 eV. Its highest occupied orbital energy is -7.86 eV. As for the charge: 0. The relative energy (zero: lowest compared OMol25 entry of this formula, charge and spin) comes out at 231.4 kcal per mole. As for the LUMO energy: -0.50 eV. Its maximum force is 7.44 eV/A.

Cartesian coordinates (Å):
C 0.506 -1.572 0.125
N 1.802 -1.719 -0.512
C 2.802 -2.565 0.229
C 1.339 -2.022 -1.917
C 0.390 -0.447 1.405
C -0.056 0.757 0.568
N -0.579 -1.079 2.214
C -0.844 -0.316 3.444
H 0.248 -2.551 0.768
H -0.342 -1.419 -0.502
H 3.732 -1.942 -0.042
H 2.599 -2.688 1.326
H 2.902 -3.434 -0.253
H 2.158 -2.434 -2.547
H 0.379 -2.752 -1.968
H 1.069 -1.015 -2.271
H 1.580 -0.280 1.731
H 0.558 1.097 -0.297
H -1.103 0.640 0.376
H -0.053 1.700 1.329
H -1.407 -1.364 1.778
H 0.009 -0.227 4.193
H -1.577 -0.815 4.039
H -1.095 0.816 3.545
H 1.065 -2.141 4.540
H 0.628 -2.315 3.012
O 1.485 -1.994 3.673
H -2.567 -2.888 -1.581
H -2.040 -4.474 -1.273
O -1.735 -3.541 -1.342
H 1.180 3.716 -2.779
H 2.470 3.069 -2.190
O 1.479 3.171 -2.019
H -0.832 -3.759 0.786
H -0.316 -4.973 1.523
O -0.393 -3.992 1.645
H -2.956 0.698 -3.156
H -3.473 -0.205 -2.106
O -2.832 0.682 -2.163
H 2.540 0.456 -3.839
H 1.079 1.122 -4.382
O 2.035 0.938 -4.600
H 0.691 3.665 1.686
H 1.358 3.867 2.963
O 0.567 4.024 2.594
H -1.099 -1.230 -4.026
H -1.264 -0.074 -4.898
O -1.838 -0.723 -4.519
H 2.536 3.442 0.873
H 1.928 2.605 -0.127
O 2.326 3.453 -0.012
H -3.284 2.829 0.330
H -3.141 1.518 -0.562
O -3.606 1.866 0.244
H 0.235 2.015 -2.666
H -1.104 1.720 -3.263
O -0.166 1.411 -3.158
H 1.350 1.024 3.009
H 2.541 1.007 2.194
O 1.926 1.624 2.476
H -2.619 0.522 2.530
H -3.786 1.475 2.431
O -3.518 0.648 2.773